ORCA calculation (ωB97M-V/def2-TZVPD) on a structure of composition C8H15NO3Si.

Values from the calculation:
M = 201.3 Da
Kohn-Sham gap = 7.0 eV
Energy relative to the best compared isomer or geometry (same formula, charge and spin) = 46.8 kcal per mole
LUMO energy = 0.71 eV
HOMO level = -6.285 eV
E = -883.77963 a.u.

The geometry in XYZ format:
```
28
Properties=species:S:1:pos:R:3:lowdin_charge:R:1
C 3.350 -0.013 -0.337 -0.107
C 2.662 -1.225 -0.219 -0.149
C 2.666 1.121 0.066 -0.108
C 1.338 -1.258 0.068 -0.224
C 1.519 1.001 0.929 -0.291
C -0.617 -0.933 -2.484 -0.076
C -1.925 2.554 0.142 -0.115
C -1.599 -1.869 1.943 -0.120
N 0.725 -0.169 0.608 -0.039
O -1.404 -0.101 -1.627 -0.157
O -2.166 1.230 0.593 -0.165
O -2.074 -1.365 0.697 -0.174
Si -1.531 -0.062 -0.059 0.365
H 4.378 -0.031 -0.445 0.076
H 3.205 -2.100 -0.365 0.066
H 2.968 2.137 -0.091 0.080
H 0.740 -2.146 -0.201 0.112
H 1.744 0.957 2.036 0.118
H 0.997 1.941 1.086 0.088
H -1.126 -0.979 -3.420 0.077
H -0.486 -1.852 -2.025 0.047
H 0.427 -0.470 -2.712 0.133
H -1.402 3.154 0.914 0.088
H -2.951 3.042 0.002 0.108
H -1.374 2.486 -0.847 0.100
H -1.978 -2.915 2.049 0.101
H -1.927 -1.266 2.842 0.097
H -0.526 -1.622 2.056 0.066
```

ORCA calculation (ωB97M-V/def2-TZVPD) on a cluster of 4 separate species, C4H12O3 in total.

Values from the calculation:
M = 108.1 Da
Kohn-Sham gap = 4.0 eV
Energy relative to the best compared isomer or geometry (same formula, charge and spin) = 151.3 kcal per mole
LUMO energy = -3.94 eV
HOMO level = -7.933 eV
E = -385.08062 a.u.

The geometry in XYZ format:
```
19
Properties=species:S:1:pos:R:3:lowdin_charge:R:1
C -1.361 -0.238 -1.722 -0.189
C -0.204 0.114 -0.877 -0.087
C 0.820 1.013 -1.469 -0.005
C 0.126 -0.446 0.426 -0.065
O -1.742 0.434 -2.666 0.050
H -2.155 -0.861 -1.298 0.131
H -3.831 1.049 -1.828 0.035
H 0.987 1.949 -0.942 0.117
H 0.404 1.277 -2.452 0.081
H 1.777 0.500 -1.649 0.125
H 0.186 0.284 1.249 0.127
H 1.113 -0.948 0.394 0.137
H -0.631 -1.174 0.729 0.088
H 0.770 -2.506 3.204 -0.063
H -3.838 1.433 -1.192 0.052
O 0.592 -1.709 2.695 -0.348
H 3.033 0.244 2.739 0.015
H 1.688 -0.594 2.498 -0.037
O 2.267 0.179 2.164 -0.164
```

ORCA calculation (ωB97M-V/def2-TZVPD) on a cluster of 13 separate species, C36H79N7O19 in total.

Values from the calculation:
M = 914.1 Da
Kohn-Sham gap = 9.2 eV
LUMO energy = 0.19 eV
HOMO level = -9.027 eV
E = -3231.97006 a.u.

The geometry in XYZ format:
```
141
Properties=species:S:1:pos:R:3:lowdin_charge:R:1
C -4.181 2.446 0.498 -0.108
O -4.150 2.375 1.931 -0.137
H -3.225 2.126 0.093 0.075
H -4.962 1.778 0.123 0.067
H -4.474 3.445 0.161 0.085
H -5.042 2.571 2.229 0.092
C -1.451 -3.253 -3.670 -0.131
O -1.842 -3.055 -2.318 -0.135
H -1.745 -2.439 -4.329 0.057
H -0.365 -3.355 -3.720 0.050
H -1.915 -4.143 -4.107 0.090
H -1.629 -3.845 -1.817 0.072
C -2.264 0.139 3.683 -0.178
O -1.807 1.278 3.016 -0.121
H -2.985 0.325 4.486 0.082
H -2.696 -0.609 2.999 0.051
H -1.401 -0.406 4.075 0.074
H -2.539 1.703 2.541 0.033
C 2.586 2.947 -2.132 -0.020
C 3.226 4.292 -2.397 -0.282
C 2.547 5.429 -1.620 -0.074
O 3.620 6.101 -0.954 0.071
C 4.738 5.350 -1.014 -0.587
O 5.770 5.595 -0.482 0.160
O 4.523 4.260 -1.776 0.078
H 2.696 2.623 -1.100 0.071
H 3.091 2.186 -2.732 0.089
H 1.541 2.951 -2.452 0.090
H 3.315 4.556 -3.450 0.154
H 1.795 5.092 -0.908 0.112
H 2.122 6.178 -2.289 0.136
C -0.226 -1.648 1.099 0.000
C -0.053 -0.326 0.381 -0.302
C 1.004 -0.419 -0.719 -0.067
O 0.388 0.344 -1.759 0.043
C -0.934 0.442 -1.549 -0.564
O -1.735 0.845 -2.333 0.139
O -1.247 0.058 -0.294 0.083
H 0.670 -1.940 1.644 0.083
H -0.607 -2.449 0.466 0.081
H -0.987 -1.519 1.872 0.054
H 0.242 0.482 1.051 0.124
H 1.214 -1.441 -1.038 0.106
H 1.946 0.006 -0.376 0.127
C 5.531 3.339 4.221 -0.023
C 4.371 3.251 3.238 -0.306
C 4.815 3.161 1.773 -0.050
O 3.991 2.103 1.249 0.043
C 3.433 1.426 2.277 -0.583
O 2.833 0.396 2.186 0.133
O 3.589 2.075 3.430 0.106
H 6.354 2.664 3.983 0.085
H 5.248 3.173 5.265 0.089
H 5.883 4.370 4.316 0.092
H 3.773 4.133 3.471 0.130
H 5.853 2.857 1.674 0.141
H 4.561 4.134 1.362 0.124
C 0.811 5.448 1.911 -0.339
O 1.746 5.214 2.653 0.024
N 0.223 4.565 1.095 -0.181
C 0.623 3.166 1.049 -0.021
C -1.028 4.799 0.410 -0.058
H 0.319 6.434 1.894 0.141
H 0.376 2.714 0.090 0.081
H 0.101 2.679 1.878 0.102
H 1.695 3.031 1.173 0.075
H -1.137 4.311 -0.556 0.088
H -1.852 4.470 1.057 0.090
H -1.298 5.849 0.264 0.091
C -3.068 1.204 -7.408 -0.343
O -3.230 2.229 -8.044 0.002
N -2.622 1.157 -6.127 -0.194
C -2.245 -0.105 -5.501 -0.055
C -2.315 2.353 -5.373 -0.045
H -3.298 0.201 -7.802 0.131
H -1.157 -0.073 -5.368 0.079
H -2.647 -0.928 -6.085 0.087
H -2.675 -0.120 -4.496 0.072
H -2.580 3.220 -5.976 0.083
H -2.867 2.325 -4.438 0.086
H -1.240 2.455 -5.198 0.085
C -4.670 -0.723 -1.418 -0.333
O -5.580 -0.048 -1.871 -0.008
N -4.698 -1.281 -0.187 -0.172
C -3.706 -2.250 0.245 -0.053
C -5.767 -1.047 0.763 -0.049
H -3.766 -0.887 -2.016 0.122
H -4.132 -3.255 0.129 0.097
H -3.549 -2.168 1.325 0.070
H -2.740 -2.166 -0.235 0.047
H -6.539 -0.426 0.322 0.085
H -6.212 -1.991 1.093 0.089
H -5.327 -0.607 1.663 0.080
C 3.064 -5.339 -3.125 -0.345
O 3.842 -5.359 -4.047 0.030
N 2.855 -4.303 -2.283 -0.181
C 1.907 -4.333 -1.213 -0.072
C 3.628 -3.088 -2.440 -0.039
H 2.411 -6.179 -2.829 0.134
H 2.368 -4.154 -0.239 0.094
H 1.374 -5.286 -1.178 0.089
H 1.096 -3.602 -1.328 0.061
H 4.165 -2.749 -1.553 0.094
H 4.339 -3.224 -3.252 0.090
H 3.001 -2.257 -2.768 0.049
C -2.140 -4.087 4.502 -0.345
O -1.907 -3.355 3.562 -0.001
N -3.104 -3.924 5.438 -0.194
C -3.115 -4.740 6.636 -0.059
C -4.129 -2.895 5.372 -0.030
H -1.511 -4.956 4.768 0.135
H -2.408 -5.563 6.573 0.086
H -4.132 -5.055 6.865 0.089
H -2.755 -4.124 7.471 0.091
H -5.104 -3.353 5.547 0.089
H -3.980 -2.261 6.256 0.095
H -4.090 -2.224 4.523 0.075
C 2.100 -0.911 6.328 -0.329
O 2.263 -0.668 7.509 0.008
N 1.377 -1.949 5.841 -0.186
C 0.726 -2.875 6.718 -0.055
C 1.341 -2.215 4.417 -0.060
H 2.524 -0.296 5.516 0.135
H 0.924 -3.914 6.415 0.089
H -0.368 -2.856 6.627 0.077
H 1.027 -2.767 7.752 0.088
H 0.383 -2.630 4.103 0.058
H 1.640 -1.435 3.720 0.066
H 2.071 -3.023 4.241 0.097
C 1.346 -2.333 -6.482 -0.327
O 0.860 -3.219 -5.808 0.005
N 1.733 -1.140 -5.988 -0.187
C 2.272 -0.068 -6.819 -0.041
C 1.685 -0.881 -4.570 -0.061
H 1.467 -2.403 -7.573 0.137
H 2.118 -0.267 -7.876 0.086
H 3.341 0.040 -6.623 0.089
H 1.743 0.840 -6.527 0.085
H 1.278 -1.744 -4.044 0.067
H 2.706 -0.713 -4.220 0.090
H 1.009 -0.070 -4.286 0.079
```

ORCA calculation (ωB97M-V/def2-TZVPD) on the molecule C6H10N2.

Values from the calculation:
M = 110.2 Da
Kohn-Sham gap = 9.3 eV
SMILES = C[C@@H]1[C@H]2C=NNC[C@@H]12
Energy relative to the best compared isomer or geometry (same formula, charge and spin) = 106.5 kcal per mole
LUMO energy = 1.05 eV
HOMO level = -8.249 eV
E = -343.96694 a.u.

The geometry in XYZ format:
```
18
Properties=species:S:1:pos:R:3:lowdin_charge:R:1
C -1.189 -1.719 1.328 -0.103
C -0.828 -0.618 0.351 -0.340
C 0.422 0.145 0.700 -0.236
C 0.807 1.541 0.361 -0.138
C 0.164 -0.036 -1.875 -0.168
C 0.386 -0.824 -0.557 -0.188
H -2.186 -2.212 0.862 0.117
H -1.327 -1.473 2.455 0.092
H -0.183 -2.312 1.220 0.097
H -1.778 -0.198 -0.103 0.155
H 0.961 -0.128 1.683 0.166
H 0.443 2.338 1.133 0.123
H 1.983 1.551 0.416 0.130
H 0.819 2.985 -1.404 0.088
H -0.205 -0.779 -2.810 0.154
H 1.104 -1.699 -0.767 0.151
N 0.367 2.196 -1.033 -0.030
N 0.239 1.240 -1.961 -0.067
```

ORCA calculation (ωB97M-V/def2-TZVPD) on a cluster of 2 separate species, C10H18FNO7PS in total.

Values from the calculation:
M = 346.3 Da
Kohn-Sham gap = 7.8 eV
Energy relative to the best compared isomer or geometry (same formula, charge and spin) = 0.0 kcal per mole
LUMO energy = -4.15 eV
Net charge = +1
HOMO level = -11.920 eV
E = -1812.43478 a.u.

The geometry in XYZ format:
```
39
Properties=species:S:1:pos:R:3:lowdin_charge:R:1
C 0.187 -0.738 4.496 -0.230
P -0.448 -0.721 2.799 0.912
O 0.116 0.750 2.297 -0.299
C -2.246 -0.371 2.946 -0.195
C -3.201 -1.095 2.341 -0.151
S -2.972 -2.487 1.285 0.638
O -4.168 -3.230 1.195 -0.184
O -2.292 -2.022 0.122 -0.252
F -1.972 -3.318 2.117 -0.129
C -4.548 -0.486 2.603 -0.407
O -5.613 -0.847 2.261 0.230
O -4.308 0.644 3.348 0.171
C -2.966 0.766 3.617 -0.415
O -2.505 1.638 4.267 0.210
H -0.546 -1.076 5.224 0.057
H 0.576 0.243 4.762 0.057
H 1.011 -1.448 4.497 0.037
H -0.246 0.937 1.419 0.039
C 0.647 1.304 -3.388 0.021
N 2.002 0.885 -2.896 -0.368
C 2.985 1.939 -3.296 0.011
C 2.384 -0.406 -3.538 0.021
C 2.052 0.776 -1.388 -0.095
C 1.188 -0.286 -0.759 -0.226
O -0.190 -0.051 -1.019 -0.067
H 0.753 1.615 -4.425 0.113
H -0.034 0.465 -3.325 0.104
H 0.294 2.132 -2.782 0.118
H 2.979 2.025 -4.379 0.113
H 3.974 1.648 -2.950 0.115
H 2.689 2.881 -2.843 0.118
H 1.636 -1.156 -3.303 0.110
H 3.359 -0.709 -3.166 0.120
H 2.423 -0.254 -4.614 0.117
H 1.778 1.762 -1.012 0.146
H 3.092 0.575 -1.133 0.145
H 1.366 -0.242 0.319 0.106
H 1.473 -1.285 -1.102 0.129
H -0.708 -0.756 -0.598 0.060
```

ORCA calculation (ωB97M-V/def2-TZVPD) on a structure of composition C35H38FN3O3PdSi.

Values from the calculation:
M = 702.2 Da
Kohn-Sham gap (spin up / spin down) = 4.6 / 5.0 eV
Energy relative to the best compared isomer or geometry (same formula, charge and spin) = 25.8 kcal per mole
LUMO energy (spin up / spin down) = -4.84 / -7.66 eV
Expectation value of S² = 6.021
Net charge = +2
HOMO level (spin up / spin down) = -9.416 / -12.635 eV
E = -2262.87936 a.u.
Multiplicity = 5

The geometry in XYZ format:
```
82
Properties=species:S:1:pos:R:3:lowdin_charge:R:1
C 2.222 -0.336 -2.311 -0.024
C 3.043 0.753 -1.824 -0.218
C 3.481 0.400 -0.465 -0.139
H 3.482 1.549 -2.412 0.080
C 2.982 -0.927 -0.205 -0.038
C 2.227 -1.356 -1.329 -0.051
H 1.770 -2.339 -1.448 0.124
H 1.751 -0.363 -3.295 0.133
H 4.174 1.011 0.108 0.106
H 3.214 -1.526 0.678 0.124
Pd 1.571 1.431 -0.489 1.031
C 2.149 5.921 -1.151 -0.141
H 2.818 5.751 -0.301 0.062
H 1.384 6.626 -0.793 0.079
H 2.598 6.448 -2.014 0.081
Si 2.098 4.179 -2.049 0.587
C 1.448 4.066 -3.780 -0.284
C 1.862 3.042 -4.657 -0.102
H 2.451 2.194 -4.277 0.089
C 1.486 3.097 -6.010 -0.075
H 1.849 2.324 -6.690 0.108
C 0.646 4.116 -6.479 -0.066
H 0.401 4.179 -7.541 0.113
C 0.110 5.032 -5.569 -0.067
H -0.607 5.779 -5.904 0.111
C 0.468 4.982 -4.217 -0.081
H -0.028 5.628 -3.484 0.109
C 3.945 3.849 -1.848 -0.313
C 4.829 4.023 -2.932 -0.077
H 4.446 4.174 -3.945 0.108
C 6.216 4.016 -2.727 -0.059
H 6.883 4.212 -3.566 0.114
C 6.746 3.781 -1.457 -0.061
H 7.824 3.822 -1.289 0.115
C 5.878 3.507 -0.396 -0.072
H 6.275 3.305 0.599 0.112
C 4.492 3.526 -0.591 -0.147
H 3.844 3.269 0.255 0.099
H 1.293 3.005 -1.460 -0.010
H 1.076 5.013 -1.322 0.037
F 0.126 -4.866 1.304 0.042
C -0.729 -3.799 1.495 -0.155
C -0.422 -2.610 0.876 0.093
C -1.261 -1.496 1.064 -0.045
C -0.910 -0.202 0.497 -0.273
O -0.100 -0.095 -0.468 -0.044
C -1.604 0.934 1.004 -0.023
C -2.896 0.709 1.414 0.082
N -3.319 -0.509 1.894 0.023
C -4.586 -0.592 2.487 -0.261
C -5.194 0.637 3.099 -0.075
C -5.728 0.116 1.814 -0.072
C -2.474 -1.632 1.769 -0.083
C -2.806 -2.876 2.326 0.074
C -1.924 -3.977 2.233 -0.127
N -2.279 -5.185 2.864 -0.092
C -3.608 -5.696 2.577 -0.131
C -4.127 -6.545 3.720 -0.083
N -3.088 -7.561 4.006 0.045
C -1.749 -7.035 4.356 -0.083
C -1.282 -6.197 3.175 -0.135
C -1.016 2.311 0.755 -0.595
O -1.788 3.182 0.354 0.071
O 0.259 2.396 1.012 -0.141
H 0.476 -2.503 0.277 0.107
H -3.624 1.518 1.432 0.142
H -4.833 -1.530 2.968 0.132
H -5.822 0.471 3.973 0.118
H -4.606 1.554 3.081 0.112
H -5.510 0.661 0.896 0.118
H -6.694 -0.381 1.862 0.114
H -3.730 -2.996 2.893 0.106
H -3.587 -6.300 1.647 0.150
H -4.279 -4.852 2.401 0.127
H -4.277 -5.976 4.639 0.149
H -5.043 -7.065 3.440 0.148
H -3.410 -8.179 4.752 0.194
H -2.957 -8.101 3.150 0.183
H -1.079 -7.878 4.544 0.150
H -1.872 -6.448 5.267 0.148
H -1.109 -6.865 2.305 0.143
H -0.335 -5.707 3.436 0.148
```